# 1
43
Properties=species:S:1:pos:R:3:lowdin_charge:R:1 method="wB97M-V/def2-TZVPD" homo_lumo_gap_ev="8.3615 / 8.3609" largest_force_ha_per_bohr=0.0225 mol_weight_g_mol=461.4 lumo_ev="-0.1378 / -0.1385" e_homo_ev="-8.499 / -8.499" relative_energy_kj_mol=25.5 charge=0
Co -1.044 -1.449 0.899 0.55
N -2.800 -0.943 0.294 0.03
C -2.809 -0.686 -1.167 -0.08
C -1.511 -1.198 -1.781 -0.53
O -1.422 -1.427 -2.972 0.06
N -0.525 -1.400 -0.865 -0.02
C 0.334 -2.560 -1.077 -0.09
C -0.244 -3.717 -0.243 -0.56
O 0.128 -4.858 -0.314 0.09
O -1.161 -3.293 0.625 -0.12
H -3.475 -1.647 0.571 0.13
H -3.002 -0.076 0.793 0.09
H -2.918 0.384 -1.340 0.12
H -3.636 -1.197 -1.656 0.13
H 1.353 -2.354 -0.741 0.12
H 0.365 -2.841 -2.128 0.13
N 2.664 3.416 -3.230 0.11
C 1.844 3.054 -2.183 -0.31
C 2.085 3.531 -0.891 -0.02
C 1.238 3.199 0.149 -0.06
C 0.135 2.388 -0.089 -0.29
C -0.119 1.914 -1.373 -0.05
C 0.726 2.242 -2.409 -0.01
S -0.899 1.913 1.240 0.62
O -0.506 2.676 2.392 -0.30
O -2.268 1.908 0.785 -0.30
N -0.576 0.353 1.515 -0.17
C 0.561 -0.100 2.085 -0.68
S 1.893 0.650 2.867 1.10
C 2.645 -0.915 3.004 -0.38
C 1.860 -1.880 2.481 -0.20
N 0.671 -1.418 1.973 -0.02
H 3.584 3.749 -3.000 0.09
H 2.628 2.846 -4.058 0.09
H 2.938 4.174 -0.709 0.11
H 1.416 3.577 1.146 0.11
H -0.977 1.284 -1.563 0.09
H 0.524 1.868 -3.405 0.12
H 3.603 -1.024 3.481 0.07
H 2.086 -2.934 2.444 0.12
O -2.049 -2.136 2.674 -0.02
H -1.868 -3.039 2.336 0.07
H -1.469 -2.033 3.440 0.09

# 2
34
Properties=species:S:1:pos:R:3:lowdin_charge:R:1 method="wB97M-V/def2-TZVPD" homo_lumo_gap_ev=9.6939 largest_force_ha_per_bohr=0.0137 mol_weight_g_mol=253.3 smiles="CCCCNC(=O)COC(=O)c1ccccc1F" lumo_ev=0.1329 e_homo_ev=-9.561 relative_energy_kj_mol=35.9 charge=0
C -5.213 -2.498 0.622 -0.12
C -4.016 -1.823 -0.035 -0.27
C -4.369 -0.422 -0.534 -0.20
H -5.210 -0.490 -1.227 0.11
C -3.207 0.261 -1.257 -0.18
N -2.116 0.561 -0.358 0.08
C -1.736 1.813 -0.066 -0.46
O -2.228 2.815 -0.535 0.07
C -0.591 1.880 0.966 -0.04
H -0.908 1.376 1.886 0.14
H -0.360 2.928 1.160 0.14
O 0.624 1.303 0.500 0.04
C 0.800 -0.004 0.626 -0.43
O -0.047 -0.767 1.046 0.09
C 2.142 -0.461 0.187 -0.05
C 3.220 0.390 -0.054 -0.21
C 4.448 -0.103 -0.461 0.00
C 4.613 -1.465 -0.635 -0.07
C 3.557 -2.331 -0.394 -0.07
C 2.337 -1.832 0.015 -0.01
H 1.503 -2.487 0.213 0.12
H 3.688 -3.394 -0.524 0.11
H 5.569 -1.850 -0.956 0.11
H 5.257 0.589 -0.635 0.12
F 3.107 1.714 0.123 0.09
H -1.682 -0.213 0.129 0.10
H -3.533 1.213 -1.681 0.12
H -2.841 -0.383 -2.064 0.12
H -4.678 0.201 0.308 0.12
H -3.198 -1.767 0.686 0.10
H -3.676 -2.430 -0.878 0.11
H -4.947 -3.492 0.973 0.07
H -6.035 -2.592 -0.084 0.07
H -5.559 -1.916 1.473 0.07

# 3
30
Properties=species:S:1:pos:R:3:lowdin_charge:R:1 method="wB97M-V/def2-TZVPD" homo_lumo_gap_ev="8.7387 / 7.6082" largest_force_ha_per_bohr=0.0414 mol_weight_g_mol=186.3 lumo_ev="0.5726 / -0.7277" s2=0.77 e_homo_ev="-8.166 / -8.336" multiplicity=2 relative_energy_kj_mol=79.5 charge=0
C -3.985 -1.428 -1.325 -0.07
C -3.118 -0.350 -1.836 -0.35
C -1.897 -0.693 -2.588 -0.07
C -3.541 0.974 -1.774 -0.23
N -3.891 2.101 -1.712 0.15
H -4.878 -0.994 -0.854 0.09
H -4.316 -2.120 -2.119 0.09
H -3.446 -2.036 -0.580 0.09
H -1.416 0.226 -2.953 0.09
H -1.185 -1.232 -1.942 0.09
H -2.100 -1.344 -3.456 0.09
C 4.912 -0.055 1.464 -0.06
C 3.447 0.179 1.255 -0.29
C 3.029 1.146 0.332 -0.05
C 1.677 1.389 0.128 -0.03
C 0.686 0.665 0.842 -0.24
C 1.118 -0.315 1.768 -0.03
C 2.479 -0.548 1.965 -0.04
C -0.723 0.934 0.599 -0.14
C -1.755 0.285 1.189 0.02
H 5.069 -0.837 2.213 0.07
H 5.408 -0.361 0.533 0.08
H 5.420 0.858 1.804 0.08
H 3.779 1.709 -0.224 0.11
H 1.347 2.142 -0.592 0.11
H 0.362 -0.880 2.319 0.10
H 2.812 -1.302 2.680 0.11
H -0.933 1.752 -0.107 0.11
H -2.784 0.610 1.018 0.05
H -1.576 -0.476 1.952 0.05